Formula: C18H48N2O6
Source: the Open Molecules 2025 dataset
Level of theory: the ωB97M-V functional and the def2-TZVPD basis

Each line ends with the Löwdin charge.
Positions of all 74 atoms, in Å:
O -1.19910 -1.97511 -1.88883  0.051
O -2.26649 2.09865 -2.00688  0.340
O -0.50632 3.58214 0.45568  -0.031
O -1.57230 -1.03387 -4.67026  0.350
O 0.18586 2.32182 -4.20973  0.353
O -0.65732 0.40588 -2.87476  -0.300
N -0.53882 -2.58030 -0.80069  0.143
N 0.58238 3.14726 1.18616  -0.115
C 0.53665 0.82864 0.33566  -0.040
C -1.52135 -3.16701 0.17803  -0.394
C 0.68097 -3.39964 -1.17625  -0.469
C -0.73943 -3.60491 1.47896  -0.084
C 0.35228 -4.49884 -2.10244  -0.010
C -2.34107 -4.42023 -0.40242  0.038
C 2.26954 3.72002 2.89645  -0.159
C 1.75513 1.41431 2.50588  -0.134
C 1.68572 5.37203 1.19988  -0.028
C 2.06556 2.42766 3.59480  -0.180
C -0.02455 4.85364 3.02194  0.000
C 0.49206 1.74496 1.62946  -0.442
C 1.76132 -2.57640 -1.81068  -0.025
C 1.06250 4.26425 2.10472  -0.455
C -2.47333 -2.03021 0.62812  -0.016
C -0.77186 1.42566 2.49179  -0.014
C 0.40828 -4.57900 1.08301  -0.183
C 1.33812 -3.96103 0.12712  -0.138
H 3.08550 3.68583 2.17456  0.120
H 2.67461 -3.13823 -2.00649  0.123
H 0.98255 5.62833 0.40744  0.066
H -1.87457 -5.40418 -0.45057  0.085
H -0.40869 0.97311 -0.18737  0.036
H -0.84811 -1.08224 -1.92338  0.043
H -0.13226 -4.17975 -3.02520  0.104
H -0.94130 0.34904 2.50885  0.067
H 0.06023 2.90739 -3.45945  0.166
H -0.29414 -2.75683 1.99913  0.122
H -1.22786 -0.52777 -3.93078  0.020
H -2.80980 2.25982 -2.78175  0.182
H -1.66889 2.84679 -1.93780  0.148
H 1.32641 -4.76628 -2.51189  0.116
H -1.96333 -1.09831 0.87217  0.064
H -3.05624 -2.29467 1.51038  0.113
H 0.67295 -0.22046 0.59815  0.072
H -0.59406 4.00891 3.40948  0.072
H 1.61697 0.51412 3.10477  0.120
H -1.62767 1.85752 1.97297  0.077
H -0.85370 -1.04701 -5.30669  0.188
H 2.94784 2.11636 4.15407  0.132
H -0.81005 1.81765 3.50815  0.086
H -1.70172 1.35747 -2.23770  0.026
H 1.95907 -1.76280 -1.11279  0.089
H 1.50196 -2.20544 -2.80226  0.085
H 1.92901 -4.86941 0.00971  0.150
H -0.16818 0.29740 -2.03600  0.022
H -0.57488 2.40135 -4.78987  0.181
H 2.60395 1.20973 1.85339  0.120
H -3.18334 -1.79819 -0.16570  0.084
H -2.76987 -4.20538 -1.38123  0.092
H 0.42879 5.49942 3.77398  0.102
H 0.13344 1.45319 -3.80436  0.064
H 1.97321 -3.27301 0.68513  0.137
H -1.40328 -4.12565 2.16906  0.138
H -0.67153 5.50462 2.43394  0.085
H -0.10199 3.80281 -0.38659  0.071
H 2.61403 5.12869 0.68303  0.081
H 0.00580 -5.41994 0.51827  0.106
H 1.90721 6.26151 1.78969  0.101
H 0.93646 -4.91950 1.97362  0.143
H -3.18440 -4.52374 0.28035  0.107
H 1.26702 2.45934 4.33603  0.121
H -2.23843 -0.49535 -5.10369  0.184
H 2.60560 4.35185 3.71862  0.137
H 1.34043 1.08945 -0.35283  0.086
H -0.02909 -5.44767 -1.72509  0.106

Computed properties:
E ... -34673.5071 eV
Multiplicity ... 2
ΔE to the lowest compared entry with this formula, charge and spin ... 0.001 eV
Net charge ... +3